{
  "formula": "C48H77BN11O8",
  "method": "ωB97M-V/def2-TZVPD",
  "elements": ["O", "O", "O", "O", "O", "O", "O", "O", "N", "N", "N", "N", "N", "N", "N", "N", "N", "N", "N", "C", "C", "C", "C", "C", "C", "C", "C", "C", "C", "C", "C", "C", "C", "C", "C", "C", "C", "C", "C", "C", "C", "C", "C", "C", "C", "C", "C", "C", "C", "C", "C", "C", "C", "C", "C", "C", "C", "C", "C", "C", "C", "C", "C", "C", "C", "C", "C", "B", "H", "H", "H", "H", "H", "H", "H", "H", "H", "H", "H", "H", "H", "H", "H", "H", "H", "H", "H", "H", "H", "H", "H", "H", "H", "H", "H", "H", "H", "H", "H", "H", "H", "H", "H", "H", "H", "H", "H", "H", "H", "H", "H", "H", "H", "H", "H", "H", "H", "H", "H", "H", "H", "H", "H", "H", "H", "H", "H", "H", "H", "H", "H", "H", "H", "H", "H", "H", "H", "H", "H", "H", "H", "H", "H", "H", "H"],
  "positions_angstrom": [[2.5465, 2.3919, -2.0587], [-2.3475, -0.7371, 1.2858], [4.0770, 1.2147, 0.1902], [-0.3690, 0.3788, 0.8722], [-1.2073, -2.6291, -0.6516], [0.8551, 1.1385, -1.1055], [2.0671, 0.2685, 0.6433], [0.5864, -1.1697, -0.6440], [5.4899, -3.3378, 3.5118], [-7.4271, 4.1248, 0.7302], [1.1057, -0.9304, 3.6205], [3.4721, -1.6803, -3.1095], [-4.9789, -7.0751, -2.0837], [-5.5768, 2.3454, 4.5402], [-3.2529, 0.4184, -6.4794], [6.6789, 3.7840, -2.6538], [5.5797, 4.9818, 2.2535], [0.9746, 4.0458, 1.6628], [-5.2107, -4.7546, 3.3134], [1.0189, -4.1285, -3.4555], [3.9675, 5.3860, -0.9592], [-5.4125, -3.6899, 3.8152], [-1.8480, 1.8820, 4.0548], [-0.6536, -1.6105, -0.2307], [4.3962, -1.9516, 1.5257], [-4.0115, -6.4901, -2.0051], [5.0108, -2.7250, 2.6537], [2.9189, 1.0039, -0.0710], [-2.4753, -1.7000, -5.1006], [-3.0938, -1.8627, -3.7099], [0.0450, 4.5538, -0.7124], [6.2018, 0.9636, -5.3985], [3.4799, 6.7271, -0.3159], [3.7054, 1.4051, 3.8599], [-5.7115, 0.7732, 1.0267], [-3.7149, 3.4178, 3.0689], [2.1161, 1.6090, -1.2286], [-1.9924, -7.1249, 0.1310], [-7.5286, 1.8673, -0.5444], [-2.9211, -0.4924, -5.8704], [4.2366, 4.3201, 0.0911], [2.1791, 1.3761, 3.9836], [0.5251, 4.2676, 0.6175], [-1.4670, 4.7217, -0.8715], [-2.7250, -5.7730, -1.8442], [6.1507, 2.7693, -2.7482], [6.2713, 0.5274, -3.9180], [1.1678, -2.6688, -3.8249], [4.8470, -2.2736, 0.0669], [2.4609, -2.1523, -3.4165], [4.9154, -3.8164, -0.2649], [4.3525, 0.5983, 4.9970], [-2.5151, 2.4542, 2.7980], [-3.0083, -1.8112, 4.5907], [-7.4427, 3.1290, 0.1501], [-3.0357, -0.5840, -2.9371], [-5.5584, -2.3666, 4.4380], [-2.1928, -5.7212, -0.4252], [1.3655, -4.4817, -1.9786], [-4.7246, 2.8187, 3.9216], [1.5876, 0.0746, 3.7600], [-2.1593, 3.3868, -0.8329], [-1.2312, -0.6334, 0.7729], [-6.2655, 1.0144, -0.3935], [4.9904, 4.7349, 1.3002], [-4.4526, -1.4033, 4.0962], [5.5421, 1.4244, -2.9327], [0.7781, 0.1729, -0.0394], [6.8060, 1.8199, -5.6983], [1.0212, -3.7401, -1.2577], [-1.9308, 5.3571, -0.1170], [3.2839, 3.9107, 0.4271], [-2.8954, -4.7425, -2.1557], [4.0941, 2.4225, 3.9017], [1.8061, -4.6489, -4.0011], [0.9010, -5.4185, -1.6707], [-2.5714, -2.6467, -3.1618], [-1.4765, 2.6496, 4.7337], [-2.4823, 1.3662, 4.7756], [4.0883, -4.3696, 0.1801], [-4.5525, -1.2060, 3.0289], [-6.2969, 0.0882, 1.6400], [4.5637, -0.8965, 1.7419], [3.9706, 0.9617, 2.9002], [0.3675, -2.0603, -3.4038], [-4.1326, -2.1930, -3.7037], [3.3179, 7.3890, -1.1667], [5.4152, 0.8363, 5.0427], [-4.7020, 0.3633, 1.0560], [-2.2947, -1.0367, 4.3094], [-6.5022, -1.9316, 4.1089], [4.8704, 5.6561, -1.5068], [2.5328, 6.6995, 0.2228], [-2.0121, -0.2898, -2.7053], [4.2077, -0.4777, 4.9003], [-2.6420, -2.7067, 4.0888], [0.0633, -4.5378, -3.7831], [6.6321, 0.1576, -5.9929], [2.4363, -4.5550, -1.7887], [0.5771, 5.4640, -0.9890], [-2.8871, -5.1223, 0.1641], [3.8794, 0.8411, 5.9484], [4.2067, -1.6986, -0.6020], [-3.4843, -0.7125, -1.9520], [-5.6640, 1.6557, 1.6648], [-1.5082, -7.0090, 1.1006], [-6.2901, 0.0996, -0.9856], [4.3040, 7.1629, 0.2489], [-4.6494, -0.4936, 4.6636], [-8.3994, 1.3374, -0.1584], [-1.1821, -5.3284, -0.5359], [-2.7325, -2.5566, -5.7237], [-1.7871, 5.1105, -1.8382], [-1.3887, -7.7195, -0.5546], [5.8754, -0.4764, -3.7638], [-2.9659, -7.6044, 0.2336], [-0.8854, 1.4083, 3.8621], [-1.3878, -1.6314, -5.0743], [5.8431, -4.2160, 0.1446], [5.1521, 1.0881, -5.6643], [-3.4909, 0.2107, -3.5283], [-1.7491, 2.9673, 2.2166], [0.4950, 3.7834, -1.3386], [4.6669, 3.4625, -0.4260], [-1.7886, 2.7721, -1.6531], [-3.0373, -1.8494, 5.6796], [-3.3527, 4.3035, 3.5909], [3.2386, 4.9564, -1.6464], [-7.5358, 2.1024, -1.6087], [5.6203, 1.0467, -1.9132], [4.9926, -3.9906, -1.3382], [3.3195, -2.0101, 1.6854], [-3.2453, 3.4190, -0.9203], [1.9228, 1.7246, 4.9841], [4.5233, 1.5814, -3.2869], [-2.8586, 1.6626, 2.1320], [-5.4780, 1.5440, -0.9296], [7.3103, 0.4130, -3.6087], [1.1480, -2.5325, -4.9062], [-2.0853, -6.2881, -2.5609], [1.8070, 2.0685, 3.2286], [-5.7245, -2.5048, 5.5063], [5.8085, -1.8278, -0.1878], [-4.1657, 3.7007, 2.1176], [-2.0049, 2.7688, 0.0516]],
  "forces_ev_per_angstrom": [[-1.025, -1.167, 1.234], [2.685, 0.397, -0.969], [-0.709, -0.336, -0.278], [-0.486, -0.309, 0.021], [1.244, 2.390, 0.886], [1.012, 1.609, -1.202], [0.819, 0.090, 0.040], [-2.421, -0.593, 1.019], [-0.494, 0.639, -0.823], [0.126, -0.429, -0.344], [-1.450, -3.139, -0.521], [-0.901, -0.567, -0.328], [-1.732, -1.013, -0.275], [0.656, 0.236, -0.254], [-0.116, 0.325, -0.192], [-0.018, 0.186, 0.152], [-0.001, 0.182, 0.100], [-0.550, 0.158, -1.077], [-0.943, 4.441, 2.071], [1.175, -1.017, 0.739], [-0.265, 1.273, 1.207], [1.060, -4.258, -1.977], [0.439, 0.989, 0.734], [0.766, -2.527, -1.991], [0.357, 0.052, 0.461], [1.875, 1.224, 0.686], [0.364, -0.288, -0.316], [0.166, -0.106, 0.859], [-0.535, 0.243, -0.804], [0.061, -0.131, 0.193], [0.301, 0.850, -0.602], [0.088, -0.861, 0.481], [0.239, -0.425, -1.545], [0.213, -1.088, 0.543], [-0.348, -0.227, 0.453], [1.229, -0.377, 0.008], [-0.324, 0.620, -0.948], [-0.574, 0.493, 0.240], [0.684, -0.782, -0.167], [0.179, -1.064, 0.806], [-0.174, -0.398, -0.101], [0.630, 0.968, -0.344], [0.375, -0.479, 1.865], [-0.821, -0.603, 0.168], [-1.107, 0.060, -0.639], [-0.028, -0.510, -0.867], [0.847, 0.097, -0.137], [-0.293, 0.125, -0.167], [-0.084, -0.868, 0.208], [1.141, 1.084, 0.668], [0.290, 1.304, 0.325], [-0.114, 0.135, -0.194], [-0.148, -0.151, 0.334], [-1.087, 0.520, -1.156], [-0.037, 1.000, 0.845], [0.428, 0.420, 0.695], [-0.820, -0.488, 0.206], [0.493, -1.156, -0.697], [-0.556, 0.492, 0.200], [-1.058, -0.503, 0.260], [1.333, 2.668, 0.553], [-0.339, -1.529, 0.076], [-1.994, 0.676, 0.845], [1.661, 0.239, 0.530], [-0.176, -0.596, -0.937], [1.461, 0.179, 0.789], [0.560, 1.109, 0.200], [0.080, -0.748, 0.408], [-0.269, 0.357, 0.545], [-0.263, 0.145, -0.192], [0.467, 0.278, 0.133], [-0.094, 0.236, 0.329], [0.104, -0.016, -0.376], [-0.325, 0.084, -0.168], [-0.241, -0.233, -0.485], [0.081, -0.125, -0.193], [0.289, -0.045, -0.127], [-0.149, 0.964, -0.227], [-0.186, -0.759, -0.654], [-0.087, 0.039, -0.181], [0.589, 0.166, 0.022], [-0.346, -0.220, -0.256], [0.344, 0.085, -0.089], [0.170, 0.226, -0.101], [0.121, 0.143, 0.238], [-0.082, -0.037, -0.652], [-0.087, 0.328, 0.029], [0.004, -0.237, 0.156], [0.053, -0.063, -0.493], [-0.119, 0.135, 0.014], [-0.126, -0.079, -0.249], [0.035, -0.383, -0.098], [0.228, -0.278, 0.345], [0.248, 0.092, -0.256], [0.154, -0.055, -0.287], [-0.141, -0.276, 0.441], [-0.070, 0.196, 0.152], [-0.273, -0.205, -0.135], [0.060, -0.085, -0.379], [-0.050, 0.238, -0.157], [0.498, 0.129, 0.223], [0.141, 0.297, 0.152], [-0.517, -0.439, 0.053], [-0.384, 0.196, -0.099], [-0.136, 0.413, -0.391], [-0.013, -0.484, 0.012], [-0.662, -0.225, 0.287], [-0.291, -0.060, 0.366], [-0.354, 0.264, -0.366], [-0.205, 0.048, -0.438], [-0.306, 0.829, 0.401], [0.125, -0.079, -0.074], [0.742, 0.507, -0.076], [0.163, -0.045, 0.128], [-0.374, 0.044, -0.363], [0.095, -0.232, 0.241], [-0.494, -0.821, -0.399], [0.033, -0.069, 0.245], [-0.048, -0.049, 0.251], [0.080, 0.174, -0.292], [-0.182, 0.176, 0.375], [-0.072, 0.311, 0.118], [-0.421, -0.158, -0.336], [0.594, 0.046, 0.450], [-0.056, -0.087, -0.167], [0.177, -0.459, -0.037], [-0.006, 0.181, -0.146], [0.037, 0.155, -0.116], [-0.855, -0.150, -0.054], [-0.697, -0.539, -0.086], [-0.345, 0.100, -0.041], [-0.167, -0.432, -0.361], [-0.065, 0.430, -0.211], [-0.325, 0.068, -0.056], [-0.151, -0.141, 0.530], [-0.061, -0.247, 0.207], [0.150, 0.363, 0.003], [0.210, 0.246, -0.012], [-0.222, -0.101, -0.151], [0.512, 0.250, 0.119], [-0.472, 0.059, 0.130], [0.381, -0.120, 0.166], [0.324, -0.098, 0.554], [-0.121, 0.145, 0.085], [0.391, 0.252, 0.266]],
  "total_energy_ev": -84478.8021,
  "homo_lumo_gap_ev": 10.5,
  "max_force_ha_per_bohr": 0.0970,
  "charge": -1,
  "mol_weight_da": 947.02,
  "e_homo_ev": -8.8
}